The following is a DFT calculation (ωB97M-V/def2-TZVPD) of 2 unconnected molecules or ions with the total composition C7H18 at a distorted geometry.

Summary:
Gap between HOMO and LUMO (alpha / beta) in hartree: 0.417 / 0.150
Relative energy (zero: lowest compared OMol25 entry of this formula, charge and spin) in kJ/mol: 60.2

```
! RIJCOSX wB97M-V def2-TZVPD def2/J DEFGRID3
* xyz 1 2
C -1.45052 1.29210 2.71298
C -2.52466 0.88019 1.68519
C -0.04474 1.28181 2.11288
H -1.74312 2.27572 3.09519
H -1.52767 0.63035 3.57672
H -3.48937 0.84231 2.18900
H -0.08984 0.54534 1.30413
H -2.33384 -0.17926 1.47215
H -2.50349 1.50920 0.79855
H 0.24451 2.23542 1.67835
H 0.72576 0.94373 2.80531
C 0.81547 -0.65553 -1.31590
C 0.63281 0.40388 -2.34213
C 0.20515 -2.05673 -1.53242
C 2.44126 -1.03966 -1.31918
H 0.44066 -0.33742 -0.33888
H 0.91757 -0.00470 -3.30343
H 0.56955 -2.32352 -2.52330
H 0.54890 -2.89226 -0.91305
H -0.88797 -2.16419 -1.46899
H 2.82843 -0.52934 -0.43100
H 2.61347 -2.10503 -1.25116
H 2.80735 -0.66138 -2.26222
H 1.18856 1.28842 -2.00910
H -0.38422 0.82053 -2.41968
*
```

Results of the natural (NBO) charge analysis, in e, for atoms 1 through 2: C -0.401; C -0.605


The following is a DFT calculation (ωB97M-V/def2-TZVPD) of 2 unconnected molecules or ions with the total composition C7H18BrFNO at a distorted geometry.

Summary:
Gap between HOMO and LUMO in hartree: 0.246

```
! RIJCOSX wB97M-V def2-TZVPD def2/J DEFGRID3
* xyz 1 1
C 4.04675 2.24878 0.47571
C 2.85623 2.87122 1.29743
F 2.76740 2.20679 2.51487
N 1.54193 2.92422 0.57923
C 0.88390 1.56529 0.48128
Br 1.62454 3.79757 -1.09345
H 4.87051 3.01154 0.43699
H 4.39644 1.30900 0.98015
H 3.79186 1.97399 -0.58054
H 3.13694 3.93165 1.53738
H 0.91718 3.50565 1.16036
H 0.74915 1.30232 -0.60201
H 1.48682 0.74111 0.94161
H -0.12983 1.60105 0.96725
C -1.59376 -2.71962 1.10180
C -2.41497 -1.58274 0.51927
O -1.84355 -1.01243 -0.65032
C -1.69921 -1.88053 -1.76725
C -3.01910 -2.42152 -2.28672
H -0.55267 -2.41511 1.23586
H -1.99959 -3.02786 2.06669
H -1.59663 -3.59191 0.44533
H -2.47071 -0.77640 1.25450
H -3.44421 -1.89928 0.32595
H -1.00466 -2.69356 -1.53226
H -1.22865 -1.28706 -2.55452
H -3.47876 -3.10783 -1.57265
H -2.86645 -2.96550 -3.22012
H -3.72687 -1.60881 -2.46183
*
```

Results of the natural (NBO) charge analysis, in e, for atoms 1 through 2: C -0.692; C 0.342


The following is a DFT calculation (ωB97M-V/def2-TZVPD) of a molecular structure, C7H18ClI2OP2Ru at a distorted geometry.

Summary:
Gap between HOMO and LUMO (alpha / beta) in hartree: 0.304 / 0.205
Relative energy (zero: lowest compared OMol25 entry of this formula, charge and spin) in kJ/mol: 104.1

```
! RIJCOSX wB97M-V def2-TZVPD def2/J DEFGRID3
* xyz 3 5
I 0.07665 1.36139 4.72956
I 0.04414 -1.16263 4.71333
Ru 0.01007 0.00239 -0.46602
P -2.26103 -0.00929 -0.39906
C -3.06902 0.04887 1.25726
C -2.91594 1.43890 -1.26299
H -3.97915 1.34747 -1.50189
H -3.97261 -1.48372 -1.38703
H -2.32844 1.57426 -2.18848
H -2.31789 -1.74513 -2.04710
H -2.75782 0.96313 1.78214
H -2.75616 2.30483 -0.60217
C -2.90258 -1.55079 -1.14799
H -4.16167 0.04965 1.13203
H -2.73794 -2.35143 -0.41201
H -2.75938 -0.82103 1.84067
P 2.27711 0.00464 -0.37929
C 3.06361 0.07186 1.24574
C 2.91497 -1.52837 -1.14031
H 2.32084 1.58375 -2.18005
H 3.96632 1.37066 -1.50137
H 2.74263 2.31214 -0.60575
C 2.90625 1.46127 -1.26908
H 2.32048 -1.73361 -2.04604
H 3.97770 -1.45704 -1.38870
H 4.16221 0.07840 1.14177
H 2.75838 -0.80611 1.84374
H 2.75696 -2.33763 -0.40872
H 2.74830 0.98079 1.79471
Cl 0.00129 -0.07872 -2.82214
O -0.12233 0.16281 2.41130
C -0.00597 -0.05168 1.26393
*
```

Results of the natural (NBO) charge analysis, in e, for atoms 1 through 2: I 0.554; I 0.519


The following is a DFT calculation (ωB97M-V/def2-TZVPD) of a molecular structure, C7H18F3O7V at a distorted geometry.

Summary:
Gap between HOMO and LUMO in hartree: 0.323
Relative energy (zero: lowest compared OMol25 entry of this formula, charge and spin) in kJ/mol: 139.2

```
! RIJCOSX wB97M-V def2-TZVPD def2/J DEFGRID3
* xyz 0 1
O 1.07514 0.98946 -0.30392
V -0.09450 0.54977 -1.24424
O 0.11668 1.04153 -2.76912
C -2.30132 -0.67679 0.56239
O -1.00333 -0.33590 1.07309
O -2.24380 -0.18365 -0.76493
C -2.68078 -2.19865 0.76117
F -2.97236 -2.47047 2.04333
F -3.74324 -2.50142 0.06318
F -1.78027 -3.04545 0.40514
C -0.73174 -0.68182 2.45454
C 0.48336 0.08281 2.86457
H 0.59162 0.00594 3.94646
H 1.36850 -0.31419 2.36756
H 0.41211 1.13739 2.59831
H -0.49377 -1.73322 2.61588
H -1.51121 -0.38608 3.15673
H -3.04854 -0.06400 1.06662
C 4.04539 0.47150 -1.43448
O 3.45787 1.67303 -2.03416
H 3.64131 0.34166 -0.43052
H 3.74607 -0.43621 -1.95847
H 5.13371 0.51988 -1.47088
H 3.21265 2.31694 -1.36569
C -1.07069 3.27757 0.43832
O -1.09208 2.81840 -0.87295
H -0.41977 4.14809 0.51961
H -2.04730 3.59138 0.80689
H -0.65747 2.55853 1.14567
H -1.67119 3.44103 -1.31858
C 0.13474 -2.40280 -2.37235
O 0.83936 -1.50150 -1.62708
H -0.27107 -3.18464 -1.73038
H -0.68479 -1.91358 -2.89877
H 0.74194 -2.92312 -3.11308
H 1.51877 -2.01141 -1.17987
*
```

Results of the natural (NBO) charge analysis, in e, for atoms 1 through 2: O -0.535; V 1.540


The following is a DFT calculation (ωB97M-V/def2-TZVPD) of 2 unconnected molecules or ions with the total composition C7H18FN4O3 at a distorted geometry.

Summary:
Gap between HOMO and LUMO in hartree: 0.328
Relative energy (zero: lowest compared OMol25 entry of this formula, charge and spin) in kJ/mol: 162.1

```
! RIJCOSX wB97M-V def2-TZVPD def2/J DEFGRID3
* xyz 1 1
C -1.48886 0.52642 -0.38359
C -1.07648 -0.52592 0.36223
C -0.58839 1.33450 -1.27174
C 3.36501 -0.70073 -1.28161
C 0.46797 -2.30284 0.87250
C -3.30995 1.99156 0.25370
C 4.26270 0.26315 0.77911
N -2.61814 -1.29933 0.97036
N 3.30454 0.10798 -0.07801
N -2.88419 0.71378 -0.44306
N 0.07770 -0.94796 0.71429
O 2.09283 0.50334 0.21854
O -3.00263 1.82744 1.64586
O 4.08060 0.90565 1.88044
F -2.78542 -2.45142 0.23639
H 0.27511 0.85361 -1.52356
H -1.10195 1.83691 -2.13176
H -0.24542 2.34068 -0.76798
H 4.31036 -0.65434 -1.71328
H 3.28077 -1.87925 -1.07800
H 2.62698 -0.46586 -1.88788
H 0.02371 -2.76791 1.85198
H 0.41484 -2.84286 -0.00997
H 1.53262 -2.34948 1.18744
H -2.86380 2.92435 -0.04546
H -4.41296 2.30961 0.29997
H 5.15304 -0.11690 0.45858
H -2.41675 -1.62230 1.93604
H -3.40061 0.81238 -1.29062
H -3.42257 -0.13650 0.11981
H 0.89874 -0.31575 0.40352
H -3.72091 2.20996 2.19489
H 3.13616 0.95806 2.06756
*
```

Results of the natural (NBO) charge analysis, in e, for atoms 1 through 2: C -0.079; C 0.466


The following is a DFT calculation (ωB97M-V/def2-TZVPD) of a molecular structure, C7H18FeO4 at a distorted geometry.

Summary:
Gap between HOMO and LUMO (alpha / beta) in hartree: 0.248 / 0.213

```
! RIJCOSX wB97M-V def2-TZVPD def2/J DEFGRID3
* xyz -2 5
Fe 0.12312 0.11287 -0.75245
C -1.41016 -0.16067 2.83649
C -0.31157 -1.12526 2.32146
O 0.28595 -0.74629 1.15920
H -0.95119 0.72289 3.28239
H -1.97515 -0.72142 3.59276
H -2.06089 0.17398 2.03125
H -0.67125 -2.17343 2.33122
H 0.45116 -1.18171 3.12750
C 4.12126 1.77933 -0.48211
C 2.73211 2.37220 -0.83755
O 1.72496 1.46876 -0.93467
H 4.31486 0.86329 -1.03788
H 4.22210 1.62103 0.59238
H 4.84402 2.54197 -0.80440
H 2.85486 2.87509 -1.81366
H 2.50878 3.17559 -0.11420
C -1.59399 -2.54130 -1.13019
C -0.53169 -2.46370 -2.23662
O 0.21943 -1.31917 -2.22562
H -2.30887 -3.36943 -1.23989
H -2.15971 -1.61051 -1.07832
H -1.11600 -2.71399 -0.15977
H -1.11558 -2.56403 -3.18206
H 0.09022 -3.37174 -2.35120
C -2.46767 1.66519 -0.11210
O -1.60681 1.30097 -1.15241
H -3.05876 2.55173 -0.42445
H -3.20483 0.85387 -0.00555
H -1.94872 1.98389 0.80045
*
```

Results of the natural (NBO) charge analysis, in e, for atoms 1 through 2: Fe 1.619; C -0.646


The following is a DFT calculation (ωB97M-V/def2-TZVPD) of a molecular structure, C7H18I2NO4P2Sn at a distorted geometry.

Summary:
Gap between HOMO and LUMO in hartree: 0.216
Relative energy (zero: lowest compared OMol25 entry of this formula, charge and spin) in kJ/mol: 71.5

```
! RIJCOSX wB97M-V def2-TZVPD def2/J DEFGRID3
* xyz 3 1
I 4.76575 0.96086 -2.67488
I 3.76065 -1.22675 -0.61128
Sn 0.57238 -0.57434 0.19764
P 0.77943 1.19563 1.94966
C 2.41232 1.93566 1.91070
C -0.35196 2.62767 2.02548
H -0.23027 3.00013 3.07013
H 0.58120 1.59905 4.23528
H -1.38845 2.30597 1.81788
H -0.35448 0.10659 3.77658
H 2.50696 2.64901 1.09802
H -0.03860 3.39391 1.30309
C 0.58060 0.65010 3.66934
H 2.49054 2.45681 2.86798
H 1.41249 0.01586 3.95491
H 3.18076 1.17561 1.82044
P -0.72950 -1.53517 -1.71282
C 0.32690 -1.82901 -3.12634
C -1.52361 -3.14499 -1.41771
H -2.80963 -0.25589 -1.61936
H -2.71595 -1.50665 -2.97125
H -1.85932 0.09446 -3.12174
C -2.18711 -0.68933 -2.42426
H -2.13248 -3.09787 -0.51654
H -2.13152 -3.29275 -2.33029
H -0.25828 -2.49776 -3.75927
H 1.25550 -2.29643 -2.82542
H -0.76585 -3.91562 -1.31491
H 0.53704 -0.91143 -3.66213
C 1.09347 1.42653 -1.52035
O 1.36677 2.21945 -2.23334
O -1.34051 -1.23849 1.48014
N -2.10230 -0.26640 1.06792
O -3.26989 -0.05130 1.38100
O -1.43307 0.51688 0.21571
*
```

Results of the natural (NBO) charge analysis, in e, for atoms 1 through 2: I 0.405; I 0.044


The following is a DFT calculation (ωB97M-V/def2-TZVPD) of 2 unconnected molecules or ions with the total composition C7H18N2O at a distorted geometry.

Summary:
Gap between HOMO and LUMO in hartree: 0.338
Relative energy (zero: lowest compared OMol25 entry of this formula, charge and spin) in kJ/mol: 320.5

```
! RIJCOSX wB97M-V def2-TZVPD def2/J DEFGRID3
* xyz 0 1
C 1.24983 -1.89127 0.44182
C -0.13161 -1.97046 -0.15115
C 2.21346 -2.91422 0.00414
C 1.29269 -1.52686 1.90456
O 2.10820 -0.61365 -0.42281
H 1.81063 0.30574 -0.41464
H -0.71233 -1.07852 0.07568
H -0.65098 -2.83200 0.27755
H -0.07948 -2.11071 -1.22871
H 2.70987 -3.44118 0.81410
H 2.91131 -2.12078 -0.49609
H 1.85207 -3.56302 -0.78960
H 0.87692 -2.34981 2.49136
H 0.70518 -0.63241 2.10212
H 2.31978 -1.36529 2.22503
C -0.37547 1.93240 0.82586
N -2.39566 2.67756 -0.27056
C -1.19879 1.98350 -0.43140
N -3.15306 3.09987 -1.37979
C -0.83772 1.37422 -1.56614
H -2.39072 3.38229 0.45330
H -2.54191 3.44379 -2.12224
H -3.66778 2.30397 -1.74540
H -0.89985 1.36534 1.60366
H 0.58494 1.45499 0.64067
H -0.19249 2.93503 1.20988
H 0.05369 0.76959 -1.60395
H -1.46073 1.38191 -2.44725
*
```

Results of the natural (NBO) charge analysis, in e, for atoms 1 through 2: C 0.373; C -0.654